No. 1
The following is a quantum chemistry calculation of a single C25H33N3O3 molecule, from the Open Molecules 2025 dataset.

Geometry (Å):
C -3.177 -3.253 1.371
O -2.317 -2.148 1.255
C -0.984 -2.399 1.648
C -0.133 -3.105 0.576
N 0.569 -2.174 -0.293
C 1.656 -1.578 0.256
O 2.004 -1.849 1.393
C 2.430 -0.587 -0.600
H 2.915 -1.120 -1.424
C 3.538 0.077 0.213
N 3.108 1.234 0.984
C 4.214 1.687 1.794
H 3.875 2.489 2.454
H 4.533 0.847 2.415
C 5.394 2.185 0.945
N 5.601 1.310 -0.190
C 4.751 0.377 -0.670
O 4.985 -0.209 -1.710
H 6.405 1.502 -0.772
H 6.308 2.217 1.547
H 5.193 3.203 0.582
C 2.480 2.284 0.199
C 0.982 2.112 0.112
C 0.276 2.629 -0.967
C -1.101 2.532 -1.019
C -1.810 1.908 0.005
C -1.095 1.377 1.078
C 0.281 1.482 1.133
H 0.835 1.069 1.962
H -1.632 0.897 1.883
C -3.276 1.813 -0.044
C -4.040 2.894 -0.480
C -5.419 2.809 -0.522
C -6.057 1.643 -0.134
C -5.305 0.563 0.299
C -3.926 0.644 0.347
H -3.346 -0.206 0.672
H -5.800 -0.349 0.601
H -7.135 1.577 -0.168
H -6.000 3.658 -0.855
H -3.549 3.813 -0.767
H -1.633 2.926 -1.873
H 0.810 3.113 -1.774
H 2.904 2.361 -0.816
H 2.665 3.241 0.701
H 3.871 -0.674 0.947
H 1.755 0.161 -1.011
C 0.104 -1.994 -1.660
C -1.286 -1.360 -1.690
H -2.016 -1.985 -1.186
H -1.603 -1.214 -2.720
H -1.267 -0.395 -1.191
C 0.138 -3.314 -2.439
H 1.089 -3.819 -2.283
H 0.027 -3.109 -3.501
H -0.666 -3.982 -2.143
H 0.799 -1.314 -2.152
H -0.763 -3.752 -0.031
H 0.620 -3.713 1.084
H -0.545 -1.424 1.862
H -0.978 -2.996 2.569
H -4.165 -2.908 1.073
H -3.215 -3.616 2.406
H -2.878 -4.085 0.722

The highest occupied orbital energy is -8.35 eV. For the frontier orbital gap, the calculation gives 9.1 eV. For the relative energy (zero: lowest compared OMol25 entry of this formula, charge and spin), the calculation gives 50.3 kcal per mole. The SMILES is COCCN(C(=O)C[C@H]1C(=O)NCCN1Cc1ccc(-c2ccccc2)cc1)C(C)C. The total energy is -1362.45809 hartree.

=====

No. 2
The following is a quantum chemistry calculation of a single C25H33N3O5S molecule, from the Open Molecules 2025 dataset.

Geometry (Å):
C -1.554 -2.342 1.406
H -2.037 -2.117 2.354
H -0.861 -1.533 1.183
H -2.317 -2.368 0.633
C -0.816 -3.672 1.491
H -1.523 -4.473 1.711
H -0.092 -3.630 2.307
C -0.047 -4.035 0.210
N 0.942 -3.018 -0.101
C 2.159 -3.027 0.467
O 2.512 -3.889 1.251
C 3.101 -1.875 0.113
C 2.823 -1.152 -1.203
C 3.863 -0.045 -1.404
N 3.942 0.855 -0.281
S 3.140 2.300 -0.314
O 3.019 2.688 -1.689
O 3.804 3.176 0.605
C 1.484 2.012 0.333
C 0.548 1.457 -0.489
C -0.740 1.184 0.008
C -1.753 0.521 -0.735
C -3.007 0.349 -0.196
C -3.238 0.866 1.110
N -2.303 1.418 1.833
C -1.065 1.581 1.334
C -0.073 2.173 2.144
C 1.190 2.367 1.654
H 1.971 2.819 2.244
H -0.347 2.465 3.145
C -4.597 0.804 1.732
H -4.503 1.202 2.743
H -4.934 -0.233 1.802
C -5.627 1.627 0.948
C -6.218 0.893 -0.253
C -5.215 0.593 -1.363
H -5.754 0.139 -2.197
H -4.768 1.521 -1.724
C -4.099 -0.368 -0.928
H -3.686 -0.859 -1.810
H -4.526 -1.143 -0.286
H -7.020 1.506 -0.672
H -6.667 -0.044 0.086
H -5.166 2.561 0.621
H -6.445 1.884 1.624
C -1.352 -0.069 -2.045
O -0.544 -0.959 -2.148
O -1.955 0.491 -3.089
H -1.646 0.103 -3.925
H 0.805 1.254 -1.517
C 4.123 0.230 1.006
C 3.080 -0.860 1.265
H 3.305 -1.368 2.204
H 2.084 -0.417 1.344
H 5.126 -0.211 1.036
H 4.071 1.023 1.753
H 4.854 -0.492 -1.547
H 3.628 0.569 -2.275
H 1.829 -0.704 -1.186
H 2.873 -1.848 -2.041
H 4.105 -2.314 0.073
H 0.654 -2.291 -0.738
C -0.950 -4.239 -0.999
H -1.391 -3.294 -1.308
H -1.745 -4.940 -0.762
H -0.376 -4.634 -1.833
H 0.510 -4.957 0.417

The highest occupied orbital energy is -9.06 eV. For the frontier orbital gap, the calculation gives 8.6 eV. For the relative energy (zero: lowest compared OMol25 entry of this formula, charge and spin), the calculation gives 0.0 kcal per mole. The SMILES is CC[C@@H](C)NC(=O)C1CCN(S(=O)(=O)c2ccc3nc4c(c(C(=O)O)c3c2)CCCCC4)CC1. The total energy is -1911.18580 hartree.

=====

No. 3
The following is a quantum chemistry calculation of a single C25H33NO6 molecule, from the Open Molecules 2025 dataset.

Geometry (Å):
C -5.202 -1.057 -1.741
C -4.811 -2.392 -1.118
C -3.516 -2.316 -0.310
H -3.598 -1.515 0.426
H -3.379 -3.256 0.231
C -2.283 -2.076 -1.191
C -1.037 -2.102 -0.364
C -0.184 -3.149 -0.481
C 1.018 -3.242 0.294
O 1.964 -3.975 0.068
O 1.099 -2.441 1.391
C 0.299 -1.362 1.527
C 0.597 -0.518 2.591
C -0.080 0.676 2.732
C -1.027 1.030 1.772
C -1.351 0.190 0.721
C -0.734 -1.083 0.614
O -2.202 0.541 -0.280
C -2.681 1.873 -0.377
C -3.778 2.211 0.636
H -3.674 1.606 1.532
H -3.694 3.262 0.904
H -4.763 2.031 0.214
C -1.530 2.907 -0.372
O -1.641 3.996 0.153
N -0.443 2.504 -1.048
H -0.419 1.587 -1.467
C 0.717 3.351 -1.219
H 0.627 4.142 -0.470
C 2.049 2.612 -1.059
C 2.325 1.647 -2.213
C 3.717 1.038 -2.070
H 3.900 0.339 -2.888
C 3.902 0.315 -0.730
C 3.094 -0.970 -0.658
O 1.922 -1.064 -0.943
O 3.825 -1.980 -0.226
H 3.299 -2.815 -0.120
C 3.518 1.238 0.438
C 2.129 1.840 0.256
H 1.390 1.039 0.251
H 1.904 2.501 1.096
H 3.560 0.677 1.374
H 4.257 2.041 0.493
H 4.951 0.024 -0.617
H 4.466 1.832 -2.133
H 1.591 0.841 -2.209
H 2.257 2.172 -3.169
H 2.830 3.382 -1.063
H 0.682 3.816 -2.213
H -3.106 1.913 -1.390
H -1.486 2.001 1.855
C 0.207 1.601 3.871
H -0.485 1.402 4.690
H 0.079 2.637 3.569
H 1.218 1.457 4.242
H 1.384 -0.805 3.270
H -0.332 -3.920 -1.220
H -2.378 -1.117 -1.696
H -2.226 -2.864 -1.944
H -5.613 -2.718 -0.452
H -4.706 -3.145 -1.902
H -5.265 -0.288 -0.976
H -4.475 -0.745 -2.486
H -6.171 -1.138 -2.229

The highest occupied orbital energy is -8.60 eV. For the frontier orbital gap, the calculation gives 8.8 eV. For the relative energy (zero: lowest compared OMol25 entry of this formula, charge and spin), the calculation gives 0.0 kcal per mole. The SMILES is CCCCc1cc(=O)oc2cc(C)cc(O[C@@H](C)C(=O)NC[C@H]3CC[C@@H](C(=O)O)CC3)c12. The total energy is -1478.72756 hartree.

=====

No. 4
The following is a quantum chemistry calculation of a molecular structure, C25H34As2ClNNiO11, from the Open Molecules 2025 dataset.

Geometry (Å):
Ni 0.542 -1.050 -0.578
N -1.146 -2.022 -0.490
H -1.103 -2.786 -1.158
H -1.822 -1.342 -0.833
H -1.425 -2.412 0.408
C -2.515 2.962 -2.668
O -2.416 2.147 -1.492
C -1.307 2.250 -0.757
O -0.348 2.923 -1.039
C -1.351 1.465 0.515
C -2.488 1.072 1.078
As -2.641 0.519 2.949
C -4.019 -0.865 2.764
C -1.094 -0.674 2.911
C 0.037 -0.378 2.274
As 0.456 1.288 1.272
C 0.216 2.536 2.785
C 1.018 -1.483 2.103
O 1.251 -1.994 1.022
O 1.619 -1.866 3.212
C 2.535 -2.977 3.068
C -1.325 -2.037 3.490
O -1.470 -3.003 2.785
O -1.415 -2.160 4.817
C -1.000 -1.074 5.660
C -3.817 1.043 0.393
O -4.206 0.095 -0.235
O -4.571 2.101 0.715
C -5.895 2.093 0.160
H -3.247 3.746 -2.475
H -2.855 2.320 -3.475
H -1.552 3.403 -2.909
H -4.979 -0.371 2.620
H -4.062 -1.435 3.691
H -3.826 -1.528 1.924
H -0.699 2.383 3.352
H 0.208 3.540 2.360
H 1.076 2.444 3.447
H 2.906 -3.173 4.068
H 3.344 -2.702 2.396
H 2.006 -3.839 2.670
H -0.833 -1.512 6.639
H -1.784 -0.319 5.730
H -0.078 -0.625 5.294
H -6.425 2.903 0.650
H -6.382 1.138 0.346
H -5.846 2.262 -0.914
C -1.250 1.166 -3.569
C -0.121 0.258 -3.074
C -0.192 -1.090 -3.796
C 1.210 0.948 -3.379
O -0.358 0.083 -1.694
H -1.256 1.221 -4.660
H -1.106 2.172 -3.174
H -2.213 0.783 -3.225
H 0.015 -0.984 -4.864
H -1.190 -1.523 -3.683
H 0.546 -1.774 -3.371
H 1.242 1.243 -4.431
H 2.057 0.295 -3.191
H 1.316 1.839 -2.758
Cl 8.752 0.313 -1.970
C 7.075 -0.104 -1.765
C 6.238 0.770 -1.092
C 4.903 0.433 -0.932
C 4.416 -0.767 -1.437
C 5.272 -1.629 -2.112
C 6.607 -1.302 -2.282
C 2.974 -1.144 -1.275
O 2.232 -0.270 -0.683
O 2.557 -2.226 -1.689
H 6.629 1.701 -0.705
H 4.220 1.101 -0.424
H 4.870 -2.555 -2.500
H 7.282 -1.963 -2.808

The highest occupied orbital energy (alpha / beta) is -8.32 / -8.32 eV. For the frontier orbital gap (alpha / beta), the calculation gives 8.1 / 8.1 eV. For the relative energy (zero: lowest compared OMol25 entry of this formula, charge and spin), the calculation gives 42.2 kcal per mole. The total energy is -8295.43554 hartree.

=====

No. 5
The following is a quantum chemistry calculation of a molecular structure, C25H34Br48N5O, from the Open Molecules 2025 dataset.

Geometry (Å):
C -0.013 -1.308 5.363
C -1.275 -1.185 4.476
C -1.582 0.287 4.121
C -1.598 0.500 2.576
C -0.192 0.675 2.121
N 0.835 -0.103 2.428
C 1.913 0.426 1.824
N 3.167 -0.091 1.926
N 1.568 1.538 1.162
C 2.415 2.460 0.405
C 2.762 3.675 1.281
C 1.652 4.571 1.748
N 3.959 3.928 1.613
N 0.232 1.675 1.336
O -0.548 2.660 0.845
H 0.139 -0.440 6.004
H 0.885 -1.523 4.787
H -0.155 -2.160 6.032
H -2.099 -1.590 5.060
H -1.083 -1.795 3.594
H -0.796 0.928 4.521
H -2.561 0.606 4.471
H -2.132 1.418 2.331
H -2.058 -0.348 2.070
H 3.446 -0.927 1.444
H 3.841 0.312 2.554
H 1.888 2.767 -0.497
H 3.347 1.937 0.208
H 1.070 4.035 2.506
H 0.964 4.738 0.917
H 2.024 5.504 2.146
H 4.597 3.222 1.238
H -0.488 2.661 -0.127
C 0.853 -2.646 -1.362
Br 2.272 -3.434 -2.373
Br 0.195 -3.804 0.026
Br 1.351 -0.921 -0.642
H 0.037 -2.471 -2.050
C -3.737 -3.843 -3.634
Br -2.161 -4.287 -4.658
Br -4.144 -5.203 -2.343
Br -3.616 -2.100 -2.816
H -4.560 -3.800 -4.335
C -3.572 -5.047 5.290
Br -3.281 -4.918 7.185
Br -4.562 -3.537 4.621
Br -1.920 -5.295 4.329
H -4.175 -5.927 5.116
C 1.613 6.750 -2.289
Br 1.164 4.896 -2.632
Br 0.079 7.741 -1.697
Br 3.079 6.920 -1.058
H 1.944 7.168 -3.231
C -0.641 -0.228 -4.734
Br 0.256 1.204 -3.796
Br -2.439 0.261 -5.200
Br 0.367 -0.806 -6.261
H -0.704 -1.069 -4.056
C 4.143 -7.307 -1.241
Br 3.707 -9.044 -1.930
Br 2.591 -6.386 -0.590
Br 5.553 -7.376 0.064
H 4.513 -6.736 -2.080
C 2.288 -7.638 -5.557
Br 3.438 -6.411 -4.626
Br 0.512 -6.953 -5.858
Br 3.096 -8.229 -7.199
H 2.185 -8.507 -4.920
C -3.670 10.001 -1.521
Br -5.363 10.372 -0.690
Br -3.009 11.510 -2.513
Br -2.376 9.380 -0.232
H -3.828 9.198 -2.227
C -8.203 -5.049 -1.844
Br -7.754 -5.892 -0.174
Br -7.408 -3.298 -1.991
Br -7.752 -6.170 -3.343
H -9.274 -4.909 -1.856
C -0.415 -8.491 -1.814
Br -1.291 -9.874 -2.817
Br -1.112 -6.768 -2.314
Br -0.542 -8.782 0.086
H 0.637 -8.512 -2.068
C 5.610 7.626 -4.346
Br 3.918 8.358 -4.912
Br 5.406 5.857 -3.611
Br 6.905 7.662 -5.764
H 5.982 8.260 -3.554
C 7.706 -6.336 -4.850
Br 7.275 -8.199 -5.049
Br 6.739 -5.550 -3.377
Br 9.597 -6.046 -4.680
H 7.380 -5.831 -5.748
C -0.331 8.104 3.623
Br -2.071 8.862 3.301
Br -0.437 6.289 4.256
Br 0.788 8.254 2.060
H 0.133 8.689 4.407
C -1.188 3.940 7.919
Br -1.198 3.230 6.124
Br 0.606 4.197 8.560
Br -2.232 5.549 8.042
H -1.656 3.201 8.553
C -0.144 12.085 4.356
Br 0.049 11.891 6.261
Br -1.025 13.728 3.887
Br 1.547 11.899 3.450
H -0.777 11.278 4.017
C -5.475 -10.064 -4.730
Br -5.214 -9.959 -2.828
Br -6.563 -8.613 -5.380
Br -3.807 -10.167 -5.688
H -6.017 -10.977 -4.929

The highest occupied orbital energy is -11.37 eV. For the frontier orbital gap, the calculation gives 8.8 eV. The charge is +1. The total energy is -124874.22068 hartree.

=====

No. 6
The following is a quantum chemistry calculation of a molecular structure, C25H34CaCl2GeNO7S, from the Open Molecules 2025 dataset.

Geometry (Å):
Ca 0.249 -0.058 0.674
C -0.829 -1.315 -2.533
C -0.285 0.089 -2.790
C -1.352 0.932 -3.482
C 0.958 0.032 -3.678
O 0.100 0.643 -1.529
Ge -0.479 2.348 -0.816
O -1.472 1.394 0.523
C -2.850 1.554 0.847
C -3.050 0.886 2.206
C -3.706 0.859 -0.208
C -3.206 3.036 0.935
O 0.956 2.125 0.425
C 2.218 2.795 0.375
C 2.591 3.143 1.812
C 2.135 4.070 -0.461
C 3.251 1.844 -0.227
H -1.112 -1.807 -3.466
H -1.708 -1.267 -1.886
H -0.073 -1.927 -2.037
H -1.630 0.464 -4.428
H -0.985 1.938 -3.696
H -2.251 1.012 -2.869
H 0.717 -0.379 -4.661
H 1.727 -0.591 -3.225
H 1.363 1.037 -3.815
H -2.758 -0.165 2.150
H -4.095 0.936 2.518
H -2.439 1.384 2.961
H -3.411 -0.189 -0.295
H -3.583 1.344 -1.178
H -4.764 0.901 0.059
H -2.550 3.537 1.649
H -4.238 3.161 1.265
H -3.098 3.523 -0.036
H 1.848 3.818 2.240
H 3.570 3.623 1.858
H 2.625 2.236 2.420
H 1.355 4.731 -0.080
H 1.916 3.842 -1.507
H 3.087 4.603 -0.426
H 3.365 0.954 0.398
H 4.229 2.321 -0.307
H 2.933 1.533 -1.225
Cl 2.577 -1.592 -0.774
C 2.894 -3.187 -0.182
C 2.398 -4.248 -0.904
C 2.637 -5.542 -0.457
C 3.367 -5.764 0.699
C 3.856 -4.691 1.419
Cl 4.732 -5.025 2.864
C 3.639 -3.348 1.014
S 4.189 -2.022 1.924
H 1.828 -4.065 -1.805
H 2.247 -6.384 -1.013
H 3.552 -6.768 1.054
O -0.818 -2.015 1.054
C 0.143 -2.415 1.763
O 1.068 -1.656 2.162
C 0.195 -3.873 2.148
C -0.639 -4.779 1.503
C -0.595 -6.122 1.832
C 0.274 -6.524 2.832
C 1.097 -5.640 3.508
C 1.062 -4.303 3.146
N 0.340 -7.953 3.177
O -0.239 -8.736 2.449
O 0.965 -8.268 4.169
H -1.320 -4.414 0.746
H -1.217 -6.854 1.338
H 1.751 -6.003 4.286
H 1.708 -3.580 3.626

The highest occupied orbital energy (alpha / beta) is -8.52 / -8.52 eV. The spin multiplicity is 2. For the frontier orbital gap (alpha / beta), the calculation gives 7.9 / 6.0 eV. For the relative energy (zero: lowest compared OMol25 entry of this formula, charge and spin), the calculation gives 0.0 kcal per mole. The total energy is -5627.71117 hartree.